Entry 1:
75
Properties=species:S:1:pos:R:3:forces:R:3:lowdin_spin:R:1 method="wB97M-V/def2-TZVPD" multiplicity=2 charge=0 s_squared=0.754
Cd 0.143 0.737 -0.398 0.220 -0.297 0.234 0.00
C 1.600 -0.548 2.303 0.128 0.088 0.235 0.00
P 0.732 1.066 2.157 -0.324 -0.048 -0.360 0.00
C -0.547 1.150 3.437 -0.002 -0.168 0.071 0.00
C -1.194 -0.015 3.858 -0.026 0.071 -0.019 0.00
C -2.247 0.061 4.759 -0.007 0.008 -0.009 0.00
C -2.669 1.291 5.243 -0.023 -0.049 0.018 0.00
C -2.042 2.452 4.814 0.019 0.045 -0.001 0.00
C -0.990 2.384 3.914 -0.002 0.050 -0.020 0.00
C 1.987 2.296 2.576 0.082 0.000 0.140 0.00
C 2.691 2.906 1.543 0.002 0.008 -0.004 0.00
C 3.714 3.799 1.826 0.024 0.010 -0.018 0.00
C 4.034 4.091 3.143 0.020 0.016 0.010 0.00
C 3.337 3.484 4.180 -0.021 -0.022 0.004 0.00
C 2.321 2.584 3.899 0.024 0.031 -0.020 0.00
C 2.532 -0.655 1.133 0.105 0.001 0.044 0.00
C 3.859 -1.029 1.050 -0.045 -0.012 0.079 0.00
C 4.207 -0.962 -0.322 0.022 0.000 -0.063 0.00
C 3.076 -0.534 -0.991 0.099 0.001 -0.017 0.00
C 2.873 -0.276 -2.462 -0.074 0.009 -0.224 0.00
P 1.138 0.217 -2.831 -0.084 0.057 0.344 0.00
C 1.166 1.109 -4.403 0.023 -0.059 -0.060 0.00
C 2.025 0.747 -5.441 0.005 -0.003 -0.013 0.00
C 1.987 1.430 -6.645 -0.002 0.010 0.002 0.00
C 1.084 2.471 -6.825 0.007 -0.004 -0.014 0.00
C 0.224 2.832 -5.800 -0.016 0.021 0.012 0.00
C 0.268 2.156 -4.587 -0.013 0.027 0.002 0.00
C 0.289 -1.348 -3.200 0.060 -0.107 0.014 0.00
C 0.529 -2.455 -2.381 -0.032 0.011 -0.016 0.00
C -0.170 -3.635 -2.585 0.005 -0.010 -0.004 0.00
C -1.116 -3.723 -3.599 -0.005 -0.030 0.004 0.00
C -1.363 -2.623 -4.408 -0.024 0.018 -0.017 0.00
C -0.668 -1.438 -4.208 -0.009 0.001 -0.028 0.00
N 2.059 -0.350 -0.106 0.003 -0.068 -0.169 0.00
H 0.859 -1.351 2.299 -0.078 0.017 -0.044 0.00
H 2.146 -0.586 3.249 -0.008 -0.014 -0.011 0.00
H -0.901 -0.983 3.472 0.042 0.001 -0.005 0.00
H -2.740 -0.849 5.077 0.010 0.013 0.008 0.00
H -3.488 1.346 5.949 0.012 -0.004 -0.023 0.00
H -2.374 3.416 5.179 0.011 -0.021 -0.015 0.00
H -0.514 3.297 3.578 0.010 -0.007 0.005 0.00
H 2.451 2.673 0.512 -0.011 -0.005 0.006 0.00
H 4.261 4.264 1.016 -0.008 -0.004 0.016 0.00
H 4.830 4.792 3.363 -0.017 -0.012 0.000 0.00
H 3.587 3.708 5.210 0.005 0.000 -0.022 0.00
H 1.783 2.109 4.710 -0.005 -0.001 -0.006 0.00
H 4.498 -1.328 1.868 -0.030 0.009 -0.003 0.00
H 5.168 -1.193 -0.758 -0.024 0.010 -0.011 0.00
H 3.113 -1.161 -3.060 0.025 0.014 0.024 0.00
H 3.507 0.536 -2.831 -0.012 0.017 0.064 0.00
H 2.722 -0.073 -5.311 -0.016 0.011 0.007 0.00
H 2.659 1.149 -7.447 -0.013 0.004 0.010 0.00
H 1.053 3.001 -7.769 0.001 -0.005 0.012 0.00
H -0.479 3.644 -5.935 0.017 -0.019 -0.007 0.00
H -0.397 2.443 -3.781 -0.005 -0.008 0.005 0.00
H 1.253 -2.389 -1.576 0.006 0.001 -0.004 0.00
H 0.032 -4.489 -1.949 -0.011 0.008 -0.009 0.00
H -1.654 -4.649 -3.762 0.007 0.018 0.008 0.00
H -2.098 -2.684 -5.201 0.019 -0.006 0.016 0.00
H -0.869 -0.585 -4.845 0.006 0.000 0.014 0.00
Cl -3.706 2.851 -2.688 -0.050 0.113 0.027 0.10
Ge -2.878 2.465 -0.733 0.237 -0.043 -0.121 0.37
Cl -0.788 3.325 -0.920 -0.334 -0.083 0.074 0.10
Cl -3.876 3.868 0.660 0.061 -0.038 -0.094 0.22
O -2.199 0.432 -1.506 -0.120 0.326 -0.066 0.15
C -2.289 -0.669 -0.882 0.160 -0.403 0.235 0.03
C -3.320 -1.730 -1.171 0.053 -0.001 0.106 0.00
C -2.916 -2.845 -0.205 0.020 -0.006 0.014 0.00
C -1.746 -2.254 0.583 0.059 0.187 -0.070 0.00
O -1.171 -2.770 1.507 -0.036 -0.080 -0.011 0.00
N -1.434 -0.992 0.069 -0.094 0.396 -0.255 0.01
H -3.262 -2.008 -2.223 0.019 0.003 -0.016 0.00
H -4.317 -1.324 -0.991 -0.022 -0.007 0.009 0.00
H -2.557 -3.736 -0.719 -0.013 -0.004 -0.002 0.00
H -3.701 -3.153 0.484 -0.008 0.017 -0.003 0.00

---

Entry 2:
16
Properties=species:S:1:pos:R:3:forces:R:3:lowdin_charge:R:1 method="wB97M-V/def2-TZVPD" smiles="CCCNC(=O)O" charge=0
C -1.226 -1.366 -0.533 -0.094 -0.036 -0.731 -0.12
C -1.039 -0.536 0.745 0.472 -0.730 -0.049 -0.22
C 0.433 -0.243 1.043 0.633 -0.271 -0.491 -0.20
N 1.007 1.015 0.605 -0.336 0.389 0.481 0.07
C 1.283 1.515 -0.625 0.369 0.287 0.015 -0.62
O 2.087 2.407 -0.795 -0.282 0.199 -0.191 0.07
O 0.575 0.981 -1.636 -0.183 -0.452 -0.016 0.12
H -1.821 -2.274 -0.414 0.019 0.124 0.343 0.07
H -0.269 -1.677 -0.955 0.088 -0.066 0.189 0.06
H -1.692 -0.831 -1.354 -0.157 0.357 0.032 0.06
H -1.329 -1.164 1.567 -0.465 -0.262 0.501 0.09
H -1.666 0.346 0.784 0.013 0.264 -0.091 0.11
H 0.703 -0.354 2.096 -0.460 0.440 0.080 0.12
H 1.036 -1.052 0.613 -0.142 0.076 -0.250 0.12
H 1.095 1.752 1.285 0.366 -0.244 0.212 0.14
H 0.822 1.481 -2.425 0.159 -0.077 -0.033 0.13

---

no.,calculated total energy (eV)
1,-160050.2310
2,-9879.3961